Record 1
Formula: C4H8CrO3
Source: the OMol25 dataset
Level of theory: ωB97M-V/def2-TZVPD

Summary:
highest occupied orbital energy (alpha / beta): -18.3 / -18.7 eV
Kohn-Sham gap (alpha / beta): 0.255 / 0.266 hartree

Structure (ORCA input):
```
! RIJCOSX wB97M-V def2-TZVPD def2/J DEFGRID3
* xyz 2 5
C 1.01200 2.99364 0.82405
C 0.84978 1.57656 0.41352
O 0.72106 1.48263 -0.90909
H 1.12706 3.00045 1.91860
H 1.88784 3.44389 0.34511
H 0.08948 3.54778 0.60052
H 0.02373 1.04075 0.90325
H 2.13430 0.73390 1.00246
O 1.96148 -1.04167 -0.63487
C 3.08720 -1.06745 -0.05502
C 3.23319 -0.33955 1.16091
H 4.24321 0.06179 1.30193
H 3.94670 -1.14859 -0.73713
H 2.84442 -0.85428 2.04270
Cr 1.03386 -0.96073 -2.24255
O 1.35851 0.89146 -1.90777
*
```

Results of the Löwdin charge analysis, in e, for atoms 1 through 4: atom 1 (C): 0.02, atom 2 (C): -0.09, atom 3 (O): -0.09, atom 4 (H): 0.12


Record 2
Formula: C12H30N6O6Zn
Source: the OMol25 dataset
Level of theory: ωB97M-V/def2-TZVPD

Summary:
highest occupied orbital energy: -15.3 eV
Kohn-Sham gap: 0.400 hartree

Structure (ORCA input):
```
! RIJCOSX wB97M-V def2-TZVPD def2/J DEFGRID3
* xyz 2 1
Zn -23.08344 -11.87357 8.36823
O -24.77565 -10.91387 8.83703
C -25.51763 -10.01889 9.12382
N -26.76504 -10.33685 9.49702
C -25.15518 -8.51281 9.18214
H -26.96894 -11.32462 9.44377
H -27.38673 -9.58212 9.74994
H -25.67800 -7.85851 8.48454
H -24.13441 -8.34093 8.84068
H -25.23975 -8.15672 10.20885
O -23.04801 -10.89983 6.59609
C -23.34676 -10.69318 5.41675
N -24.58042 -11.03220 5.03751
C -22.37737 -9.97749 4.44421
H -25.03226 -10.81408 4.16094
H -25.18635 -11.37677 5.76841
H -21.38920 -10.43501 4.39628
H -22.34768 -8.93449 4.75943
H -22.86965 -9.99351 3.47184
O -22.95063 -12.97566 10.01562
C -22.79710 -13.72927 10.99965
N -23.45717 -13.57316 12.12691
C -21.74639 -14.81532 10.87127
H -24.04520 -12.75216 12.10988
H -23.30755 -14.19754 12.90656
H -20.73221 -14.55528 11.17446
H -21.83328 -15.29456 9.89614
H -22.12191 -15.62791 11.49319
O -21.85024 -10.48820 8.96505
C -21.20498 -9.51572 9.37210
N -20.54236 -9.56659 10.51930
C -21.26373 -8.25253 8.54442
H -20.59392 -10.45288 11.00090
H -20.19506 -8.76840 11.03154
H -21.76291 -8.25619 7.57545
H -20.23404 -8.03694 8.25919
H -21.61362 -7.36699 9.07499
O -24.36241 -13.31076 7.46689
C -25.00074 -14.33335 7.19743
N -26.06977 -14.22946 6.45882
C -24.47284 -15.69845 7.59422
H -26.48363 -13.36849 6.13085
H -26.48593 -15.09103 6.13536
H -23.88323 -15.66435 8.51035
H -23.85468 -16.11219 6.79748
H -25.32454 -16.34538 7.80446
O -21.49345 -12.91475 7.70167
C -20.60447 -13.68105 7.36215
N -19.71314 -14.06528 8.26024
C -20.33834 -14.09287 5.95252
H -19.75767 -13.73389 9.21328
H -18.91550 -14.60316 7.95275
H -20.97255 -14.97447 5.85962
H -19.28797 -14.28778 5.73610
H -20.79177 -13.34598 5.30086
*
```

Results of the Löwdin charge analysis, in e, for atoms 1 through 4: atom 1 (Zn): 0.58, atom 2 (O): 0.02, atom 3 (C): -0.52, atom 4 (N): 0.19


Record 3
Formula: C15H41N11O24
Source: the OMol25 dataset
Level of theory: ωB97M-V/def2-TZVPD

Summary:
highest occupied orbital energy: -10.8 eV
Kohn-Sham gap: 0.379 hartree
SMILES: C[N+](=O)[O-].C[N+](=O)[O-].C[N+](=O)[O-].C[N+](=O)[O-].C[N+](=O)[O-].C[N+](=O)[O-].C[N+](=O)[O-].C[N+](=O)[O-].C[N+](=O)[O-].C[N+](=O)[O-].C[N+](=O)[O-].CCOC(C)=O

Structure (ORCA input):
```
! RIJCOSX wB97M-V def2-TZVPD def2/J DEFGRID3
* xyz 0 1
C 4.50237 3.43255 -7.24713
N 5.92787 3.03811 -6.81997
O 5.96103 2.23044 -5.91844
O 6.85885 3.31804 -7.52175
H 4.27182 4.35007 -6.70576
H 3.77666 2.70190 -6.88992
H 4.68224 3.70473 -8.28717
C 6.37841 0.70698 1.49679
N 7.57252 0.91880 2.34245
O 7.37636 0.87810 3.49438
O 8.66764 1.09303 1.77372
H 6.06207 1.71436 1.22620
H 5.75892 0.10943 2.16559
H 6.72933 0.11486 0.65161
C 6.79892 -6.32166 -3.35041
N 5.48063 -5.78150 -2.81600
O 4.80478 -6.61032 -2.26782
O 5.24332 -4.55310 -2.95595
H 6.86568 -7.36236 -3.03328
H 7.60458 -5.70491 -2.95213
H 6.76979 -6.37889 -4.43852
C -1.22835 -3.30917 3.80855
N -0.23785 -3.77486 2.79212
O -0.13649 -3.13152 1.75804
O 0.42145 -4.79627 2.98525
H -1.36646 -2.23992 3.64821
H -0.65208 -3.34728 4.73297
H -2.19494 -3.80270 3.70740
C -2.41013 -0.88839 -8.24095
N -3.11821 -2.26014 -8.16120
O -4.30711 -2.28512 -8.41197
O -2.50852 -3.26374 -7.81502
H -2.11707 -0.71800 -7.20500
H -3.03381 -0.03931 -8.52053
H -1.57954 -0.98761 -8.93979
C -4.74235 -2.70638 -2.58116
N -5.20779 -2.86526 -1.14777
O -6.35921 -2.46987 -0.84695
O -4.39023 -3.47740 -0.49415
H -3.81269 -3.27304 -2.63364
H -4.64521 -1.62273 -2.64706
H -5.43826 -2.94367 -3.38582
C -0.33546 9.03066 1.12212
N -0.07038 10.46110 0.86508
O -0.96120 11.30860 0.95921
O 0.98712 10.65818 0.27561
H -1.36372 8.80856 1.40748
H 0.32243 8.54335 1.84171
H -0.11256 8.46489 0.21750
C -6.00143 0.16470 8.96956
N -5.46593 0.42701 7.58750
O -4.77780 -0.39814 7.08237
O -5.72184 1.49346 7.10934
H -5.60719 1.01715 9.52275
H -5.65947 -0.72314 9.50145
H -7.07946 0.11587 8.81603
C -0.54695 -7.34605 -1.99808
N 0.05380 -8.46151 -2.82725
O 0.41909 -8.10153 -3.91916
O 0.13076 -9.57929 -2.44733
H -0.24989 -7.40108 -0.95078
H -1.62363 -7.46217 -2.12204
H -0.20792 -6.35090 -2.28586
C -6.25019 0.86429 2.19408
N -7.61950 1.50015 1.94204
O -8.63146 1.03602 2.41685
O -7.63689 2.55811 1.35048
H -6.47120 0.02202 2.84971
H -5.83868 1.61321 2.87074
H -5.75687 0.68262 1.23923
C 3.64672 2.69084 6.29303
N 3.94007 3.95107 5.52842
O 4.01785 5.02390 6.19290
O 3.96574 3.84832 4.26896
H 2.58269 2.57200 6.49752
H 4.17113 2.79908 7.24244
H 3.84025 1.80260 5.69164
C -0.91030 2.64262 2.12115
C -0.92465 2.53559 0.56856
O 0.04375 1.62960 0.07571
C -0.07391 1.18733 -1.24043
C 1.02535 0.22159 -1.71464
O -1.06385 1.38636 -1.94403
H -0.60509 1.70671 2.58915
H -1.91813 2.82091 2.49613
H -0.17277 3.40085 2.38422
H -1.86623 2.03731 0.33785
H -0.89047 3.52816 0.11940
H 1.13791 0.16211 -2.79718
H 1.10612 -0.79879 -1.33995
H 1.99533 0.50943 -1.30921
*
```

Results of the Löwdin charge analysis, in e, for atoms 1 through 4: atom 1 (C): 0.06, atom 2 (N): -0.45, atom 3 (O): 0.05, atom 4 (O): 0.07